Record 1
C15H56BNO24 | ωB97M-V/def2-TZVPD

relative energy (zero: lowest compared OMol25 entry of this formula, charge and spin): 89.1 kcal per mole
charge: 0
maximum force: 0.2053 hartree/bohr

```
97
Properties=species:S:1:pos:R:3:mulliken_charge:R:1
C -0.9341 2.0200 2.3804 -0.47
C -2.2781 1.1250 2.3954 -0.55
C -3.3691 1.7150 1.4574 -0.92
C -3.0151 1.7390 -0.0446 -0.44
N -4.0231 2.4680 -0.9216 0.72
C -5.3111 1.7900 -1.1316 -0.78
C -5.1131 0.8550 -2.3756 -0.45
C -3.9611 1.5070 -3.1696 -0.86
C -3.5761 2.6500 -2.2686 -0.98
C -4.4261 3.8700 -0.2896 -1.96
C -3.4361 4.8840 -0.1386 0.03
C -4.1301 6.1510 0.3264 -1.39
H -0.0601 1.3790 2.6364 0.11
H -1.1231 2.9830 2.9544 0.35
H -0.5481 2.2090 1.3244 -0.19
H -2.6671 0.9060 3.2594 0.82
H -1.6851 0.3290 1.9704 -0.26
H -3.4991 2.6750 1.7064 0.36
H -4.2811 1.2080 1.6784 0.43
H -2.8261 0.7530 -0.3916 0.76
H -1.9761 2.3420 -0.1916 -0.04
H -6.1661 2.4450 -1.3066 0.49
H -5.8081 1.2430 -0.3366 0.42
H -5.9961 0.9770 -2.8876 0.38
H -4.8541 -0.2960 -2.0306 0.25
H -4.3141 1.8990 -4.0216 0.48
H -3.0721 0.9790 -3.2846 0.25
H -4.2421 3.5180 -2.6946 0.37
H -2.6091 2.7090 -2.4816 0.65
H -4.7931 3.7880 0.6134 0.87
H -5.1771 4.1530 -0.9756 0.77
H -3.1431 5.2050 -1.0316 0.43
H -2.5741 4.5770 0.4504 0.32
H -3.4921 6.9530 0.4224 0.45
H -4.3741 5.7670 1.3624 0.30
H -5.1211 6.4530 -0.2506 0.25
O 0.9189 -2.5090 3.1634 -0.81
C 1.3759 -1.7350 2.3454 0.53
O 0.7299 -1.1620 1.5434 -0.62
B 1.6289 -0.6880 0.5224 0.46
O 3.0049 -1.0630 1.0334 0.56
C 2.7829 -1.6000 2.0704 0.87
O 3.6989 -2.0280 2.7604 -1.17
O 1.5159 0.7760 0.3534 -0.21
C 1.0199 1.0100 -0.7936 1.17
O 0.8649 2.1930 -1.2036 -0.89
C 1.0419 -0.1580 -1.5416 0.07
O 1.4349 -1.1610 -0.8766 0.53
O 0.5139 -0.2640 -2.6076 -0.85
O 5.9309 -1.0810 3.5664 -0.56
H 5.8239 -0.4990 4.3344 0.32
H 5.1249 -1.3220 3.5614 0.36
O 6.1149 -0.9630 0.8704 -0.82
H 5.2559 -1.3680 0.2414 0.28
H 5.7349 -0.8720 1.7854 0.32
O -2.0741 -1.8290 4.2164 -0.68
H -1.1471 -1.8570 4.0864 0.33
H -2.1701 -2.1950 3.3174 0.33
O -0.2341 -0.9810 -5.4106 -0.62
H 0.4039 -1.1940 -6.0806 0.29
H -0.0481 -1.4910 -4.6286 0.41
O 5.1829 0.0380 -1.5016 -0.68
H 4.5299 -0.5840 -1.0316 0.33
H 6.1509 -0.4290 -1.5276 0.32
O 2.6769 -4.4230 0.0214 -0.58
H 2.9479 -5.1860 -0.2766 0.24
H 1.8959 -4.0920 -0.4386 0.15
O -0.6801 -5.1990 1.5044 -0.64
H -0.2121 -5.0740 2.3654 0.39
H -0.5281 -6.2590 1.4654 0.36
O -0.0941 -3.9060 -0.2876 -0.77
H -0.6351 -3.1780 -0.2146 0.16
H -0.2491 -4.4690 0.4944 0.52
O 4.5909 -2.4800 -0.2676 -0.93
H 5.5619 -3.0790 -0.2906 0.38
H 3.9079 -3.2330 -0.2096 0.29
O 0.1779 -2.6890 -3.2596 -0.66
H 0.3979 -2.3100 -2.3666 0.29
H -0.4361 -3.3080 -3.1886 0.23
O 1.0789 -5.3820 3.7714 -0.71
H 0.9679 -4.4570 4.0004 0.34
H 1.7369 -5.8240 4.3464 0.30
O 3.5549 -2.1290 -3.1336 -0.61
H 3.6829 -2.4310 -2.1806 0.37
H 3.1679 -2.6780 -3.7276 0.25
O 5.2189 -4.8990 1.4904 -0.67
H 4.4169 -4.4720 1.3134 0.26
H 5.9739 -4.2760 1.4104 0.34
O 1.0929 4.6600 -1.3006 -0.73
H 2.0299 4.5490 -1.7666 0.33
H 1.1089 3.7460 -0.8186 0.43
O 0.9559 1.7780 -3.8736 -0.69
H 0.8089 0.9400 -3.8916 0.49
H 0.6549 2.0200 -3.0206 0.28
O 2.7289 2.5250 2.2644 -0.62
H 2.1879 2.4110 3.1134 0.33
H 2.1739 1.8880 1.6714 0.34
```

=====

Record 2
C16H19FeN4O3S | ωB97M-V/def2-TZVPD

charge: +2
total energy: -74208.539 eV
multiplicity: 2
maximum force: 0.0530 hartree/bohr

```
44
Properties=species:S:1:pos:R:3:mulliken_spin:R:1
Fe -0.2915 -0.0988 -0.3399 1.02
N 0.1915 -0.2578 1.7515 -0.07
C 1.6644 -0.2264 1.9523 0.01
C 2.3368 0.0331 0.6486 -0.01
O 3.4934 0.2316 0.5563 0.02
O 1.4687 0.0144 -0.4082 0.01
H -0.2824 0.4729 2.2749 0.00
H -0.2078 -1.1535 2.0218 0.00
H 2.0460 -1.1812 2.3112 0.00
H 1.9788 0.5630 2.6312 0.00
N -0.2379 -9.4418 -5.4290 0.00
C -0.4398 -8.5078 -4.7935 0.00
C -0.6707 -7.3275 -4.0127 0.00
C -1.8975 -7.1335 -3.3756 0.00
C -2.1029 -6.0057 -2.6084 0.00
C -1.0914 -5.0583 -2.4829 0.00
C 0.1303 -5.2421 -3.1310 0.00
C 0.3430 -6.3725 -3.8891 0.00
N -1.3163 -3.8793 -1.7004 0.00
C -2.5340 -3.4404 -1.1877 0.00
C -2.2960 -2.2716 -0.5614 0.00
N -0.9389 -1.9790 -0.6676 0.00
C -0.3904 -2.9664 -1.3607 0.00
H -2.6812 -7.8705 -3.4838 0.00
H -3.0532 -5.8802 -2.1091 0.00
H 0.9177 -4.5036 -3.0652 0.00
H 1.2864 -6.5268 -4.3942 0.00
H -3.4540 -3.9825 -1.3049 0.00
H -2.9842 -1.6262 -0.0409 0.00
H 0.6611 -3.0475 -1.5791 0.00
O -1.2238 1.5114 -0.1012 0.02
S -1.4966 2.9953 0.2956 0.01
C -2.0608 3.8187 -1.2023 0.00
C -1.4328 5.2033 -1.0955 0.00
C 0.0479 4.9794 -0.7644 0.00
C 0.1364 3.8077 0.2293 0.00
H -3.1486 3.8278 -1.2279 0.00
H -1.6646 3.2380 -2.0379 0.00
H -1.9204 5.7770 -0.3041 0.00
H -1.5607 5.7542 -2.0251 0.00
H 0.4901 5.8792 -0.3439 0.00
H 0.6004 4.7403 -1.6721 0.00
H 0.3894 4.1284 1.2382 0.00
H 0.8348 3.0308 -0.0853 0.00
```